ORCA calculation (ωB97M-V/def2-TZVPD) on 12 unconnected molecules or ions with the total composition C15H10BCl44O2.

Total energy   -571470.7147 eV
LUMO level   1.2 eV
Net charge   -1

Geometry (Å):
B 2.45634 0.32382 -2.39217
C 1.50235 -0.15107 -1.12971
C 2.36975 -0.39337 0.19251
O 1.94486 0.39920 1.35654
C 2.95658 1.40953 1.46486
C 2.65041 2.74404 0.61665
O 3.98195 1.27835 2.15162
H 3.58523 0.58257 -2.09271
H 2.00483 1.30512 -2.92842
H 2.50863 -0.53090 -3.24398
H 0.64051 0.58354 -0.99988
H 1.05170 -1.16814 -1.41460
H 2.34978 -1.50580 0.47810
H 3.45786 -0.13192 -0.02566
H 1.83453 2.53811 -0.15008
H 2.31825 3.51507 1.39908
H 3.60839 3.11877 0.13671
C 0.34104 -4.75491 -2.05192
Cl -0.94075 -5.21919 -0.90922
Cl -0.31308 -3.61414 -3.24296
Cl 1.67276 -3.98946 -1.16590
Cl 0.94100 -6.20473 -2.88757
C -4.23241 -4.09453 -4.69639
Cl -5.73192 -5.04209 -4.57380
Cl -4.53646 -2.43364 -4.13955
Cl -2.97625 -4.83594 -3.68476
Cl -3.68797 -4.06642 -6.38754
C -0.71298 -0.96556 -6.23860
Cl -2.00288 -1.43479 -5.10954
Cl -1.36248 0.17954 -7.43525
Cl 0.60778 -0.20253 -5.33773
Cl -0.10602 -2.41302 -7.07393
C -6.59716 -1.12220 -7.86520
Cl -4.93172 -0.83864 -7.32469
Cl -6.59503 -1.55496 -9.58773
Cl -7.30695 -2.45008 -6.92279
Cl -7.55773 0.35325 -7.62607
C 5.84015 4.25630 2.88903
Cl 4.52835 3.79214 3.99240
Cl 5.21896 5.40141 1.68113
Cl 7.15136 5.02584 3.81328
Cl 6.46593 2.81386 2.06922
C 3.31110 -6.72730 1.77172
Cl 4.62139 -6.16205 0.71562
Cl 3.41606 -5.89880 3.33891
Cl 1.74540 -6.36935 1.01240
Cl 3.46263 -8.48087 2.01774
C -0.35196 -5.87725 5.45537
Cl -1.69325 -7.00984 5.73120
Cl 0.93770 -6.18875 6.63706
Cl 0.28432 -6.10015 3.81416
Cl -0.93643 -4.21122 5.64293
C -6.55642 -4.49257 -12.52433
Cl -8.05299 -5.37141 -12.90200
Cl -5.23430 -5.11393 -13.53401
Cl -6.78818 -2.76173 -12.85297
Cl -6.15129 -4.72288 -10.81144
C 4.40260 5.44780 7.90100
Cl 3.59263 3.88120 8.12074
Cl 5.41593 5.79401 9.31974
Cl 5.41757 5.38782 6.44713
Cl 3.18289 6.72740 7.71871
C -0.37916 5.68442 9.39980
Cl -0.84123 7.35757 9.77486
Cl -1.61859 4.57465 10.02163
Cl -0.24020 5.48964 7.64032
Cl 1.18138 5.31615 10.16183
C -3.30504 9.86461 7.27539
Cl -1.89130 10.93227 7.15165
Cl -4.50545 10.32745 6.05114
Cl -2.80214 8.18426 7.00700
Cl -4.02117 10.01644 8.89394

=====

ORCA calculation (ωB97M-V/def2-TZVPD) on a gas-phase ion, C8H11N4O (charge +1).

Total energy   -16471.8160 eV
LUMO level   -3.6 eV
Net charge   +1
ΔE to the lowest compared entry with this formula, charge and spin   303.1 kJ/mol

Geometry (Å):
C 0.62756 -0.72190 1.53520
C -0.75503 -2.58476 0.95185
C 0.15254 0.10713 -1.85132
C 0.73295 -0.43713 0.21437
C -0.78922 2.41986 -0.10429
C 0.37922 -2.21491 1.85846
C 0.05224 -2.07067 -1.07702
C 0.69922 1.90366 -0.21042
N -1.02318 -2.41965 -0.29156
N 0.64142 0.55698 -0.74064
N -0.06990 -1.16880 -2.10779
N -0.82787 3.64986 0.47035
O -1.66460 1.64473 -0.38946
H 0.46069 0.01117 2.31922
H -1.64799 -2.72524 1.43483
H 0.22723 0.74294 -2.77487
H 1.16373 -2.88781 1.52428
H 0.30016 -2.38640 2.84025
H 0.69670 -2.89089 -1.40784
H 1.26812 1.81007 0.64717
H 1.24774 2.63923 -0.79201
H -0.19931 -1.46729 -3.07631
H -0.00277 4.27136 0.41077
H -1.66966 4.21846 0.61678

=====

ORCA calculation (ωB97M-V/def2-TZVPD) on a molecular structure, C24H16BrCl2N5O3Tc.

Total energy   -136027.1451 eV
2S+1   4
LUMO level (alpha / beta)   -0.3 / -0.4 eV
Net charge   0
ΔE to the lowest compared entry with this formula, charge and spin   0.0 kJ/mol

Geometry (Å):
Tc -0.77480 -0.17905 0.54900
O -3.71427 2.31909 -0.97471
C -3.01248 1.41351 -0.52923
N -1.73631 1.47946 -0.12601
C -1.04504 2.73581 -0.27206
C -0.19598 3.09442 0.91571
C -0.37593 4.31345 1.55382
C 0.45208 4.72297 2.57920
C 1.47263 3.87637 2.98109
C 1.60326 2.65552 2.36846
N 0.79114 2.27159 1.35878
C -3.56157 0.00798 -0.40919
C -4.85416 -0.28620 -0.79749
C -5.30836 -1.58905 -0.67397
C -4.45149 -2.55415 -0.16626
C -3.16692 -2.18692 0.19119
N -2.72845 -0.93121 0.07264
H -1.75638 3.54605 -0.43729
H -0.37984 2.69275 -1.14063
H -1.17801 4.94532 1.20035
H 0.30543 5.68252 3.05536
H 2.14850 4.13157 3.78390
H 2.33494 1.92804 2.67593
H -5.46377 0.51784 -1.18466
H -6.31601 -1.85042 -0.96914
H -4.76522 -3.58176 -0.04851
H -2.45754 -2.90010 0.59223
Br -0.95526 -0.31649 -3.24846
C -0.12482 -1.82728 -2.45449
C 0.29613 -2.87088 -3.26290
C 0.87692 -3.96353 -2.63993
C 0.99175 -3.97721 -1.25854
C 0.53320 -2.88408 -0.54491
N 0.00000 -1.81146 -1.14444
C 0.55394 -2.88276 0.98248
O 1.07585 -3.82726 1.55064
O -0.01932 -1.87305 1.52537
H 0.16753 -2.81985 -4.33367
H 1.22450 -4.80051 -3.23162
H 1.41548 -4.80569 -0.70997
Cl 1.93254 1.70048 -1.93845
C 2.84316 0.87662 -0.71600
C 4.12627 0.46896 -1.04049
C 4.87795 -0.22346 -0.10774
C 4.34203 -0.51529 1.13492
C 3.05485 -0.10143 1.43914
Cl 2.41990 -0.52396 2.99351
C 2.26769 0.63321 0.53710
N 0.92797 0.98704 0.82232
H 4.51849 0.69240 -2.02257
H 5.88285 -0.54034 -0.35192
H 4.90494 -1.06958 1.87210

=====

ORCA calculation (ωB97M-V/def2-TZVPD) on a single C6H7Cl molecule.

Total energy   -18855.1411 eV
LUMO level   0.3 eV
Net charge   0
ΔE to the lowest compared entry with this formula, charge and spin   185.2 kJ/mol

Geometry (Å):
C 0.53514 0.69436 2.80044
C 1.17501 0.52994 1.66977
C 0.29140 0.58739 0.53062
C 0.36155 -0.26708 -0.53307
C -0.67284 -0.23036 -1.62097
C -0.89360 -1.08078 -2.69322
Cl -2.17611 -0.63789 -3.74430
H 1.06113 0.49390 3.73637
H -0.48032 0.54530 2.87172
H 2.21230 0.48721 1.57502
H -0.60646 1.32950 0.58254
H 1.15872 -0.97531 -0.82679
H -1.42633 0.64271 -1.48792
H -0.53958 -2.11890 -2.86020